(1)
Formula: C3H16NO6S
Source: the OMol25 dataset
Level of theory: the ωB97M-V functional and the def2-TZVPD basis

CARTESIAN COORDINATES (ANGSTROEM)
O1 0.049 -1.107 -0.063
C1 -0.916 -1.686 -0.717
C2 -1.430 -0.876 -1.933
C3 -2.915 -0.631 -1.639
S1 -2.655 -1.000 0.143
N1 -0.614 0.374 -1.897
H1 -0.896 -2.840 -0.711
H2 -1.465 -1.331 -2.966
H3 -3.418 0.343 -1.832
H4 -3.514 -1.423 -2.077
H5 0.400 0.170 -1.905
H6 -1.033 0.872 -0.898
H7 0.063 2.506 1.212
H8 0.287 3.795 1.829
O2 -0.516 3.251 1.616
H9 0.392 0.073 0.769
H10 -0.144 0.867 2.041
O3 0.466 0.944 1.313
H11 0.456 -3.986 0.698
H12 0.578 -2.657 0.587
O4 0.915 -3.326 1.149
H13 3.176 1.874 -0.203
H14 1.975 1.289 -0.916
O5 2.681 1.933 -0.987
H15 1.986 0.623 2.175
H16 3.179 0.902 3.016
O6 2.915 1.046 2.197

Summary:
HOMO energy: -4.5 eV
Total charge: -1
2S+1: 1
ΔE to the lowest compared entry with this formula, charge and spin: 87.5 kcal/mol

(2)
Formula: C2H2F3I
Source: the OMol25 dataset
Level of theory: the ωB97M-V functional and the def2-TZVPD basis

CARTESIAN COORDINATES (ANGSTROEM)
C1 -0.745 0.355 -0.003
C2 0.572 -0.410 0.004
F1 -1.791 -0.515 -0.019
F2 0.692 -1.190 1.082
F3 0.696 -1.205 -1.063
I1 2.210 1.026 -0.002
H1 -0.810 0.976 -0.902
H2 -0.825 0.963 0.904

Summary:
Structure (SMILES): FCC(F)(F)I
HOMO energy: -10.3 eV
Total charge: 0
2S+1: 1
ΔE to the lowest compared entry with this formula, charge and spin: 0.0 kcal/mol

(3)
Formula: C30H37CoN7
Source: the OMol25 dataset
Level of theory: the ωB97M-V functional and the def2-TZVPD basis

CARTESIAN COORDINATES (ANGSTROEM)
Co1 -0.090 -0.176 0.718
C1 -0.383 -4.344 0.439
C2 -0.146 -2.880 0.233
N1 -0.722 -1.976 0.931
C3 -1.626 -2.235 2.043
C4 -1.655 -0.972 2.919
N2 -1.595 0.235 2.071
C5 -2.864 0.497 1.364
C6 -2.636 1.304 0.101
N3 -1.732 0.581 -0.780
C7 -1.234 1.376 -1.910
C8 -0.199 2.435 -1.524
N4 1.005 1.933 -0.875
C9 1.710 1.032 -1.756
C10 2.556 1.739 -2.786
C11 1.689 -0.318 -1.674
C12 2.524 -1.155 -2.532
C13 2.428 -2.501 -2.513
C14 1.503 -3.160 -1.635
C15 0.819 -2.345 -0.771
N5 0.947 -1.005 -0.710
H1 -1.442 -4.541 0.609
H2 0.166 -4.680 1.324
H3 -0.048 -4.931 -0.409
H4 -1.304 -3.091 2.640
H5 -2.622 -2.470 1.656
H6 -0.770 -0.961 3.552
H7 -2.543 -0.984 3.561
H8 -1.348 1.043 2.632
H9 -3.588 0.987 2.022
H10 -3.292 -0.468 1.079
H11 -2.166 2.251 0.353
H12 -3.601 1.533 -0.372
H13 -2.201 -0.242 -1.142
H14 -2.062 1.874 -2.438
H15 -0.761 0.678 -2.603
H16 -0.636 3.198 -0.875
H17 0.087 2.932 -2.458
H18 2.468 2.814 -2.632
H19 2.257 1.521 -3.818
H20 3.620 1.484 -2.704
H21 3.222 -0.665 -3.196
H22 3.051 -3.098 -3.169
H23 1.375 -4.230 -1.660
C16 -0.510 3.250 2.499
C17 0.944 2.844 2.529
C18 1.694 3.266 3.626
C19 3.058 3.062 3.681
C20 3.670 2.436 2.605
C21 2.950 1.977 1.508
C22 3.721 1.261 0.434
C23 1.542 2.141 1.458
N6 0.686 1.580 0.484
H24 -0.597 4.328 2.647
H25 -1.098 2.787 3.301
H26 -0.938 2.998 1.535
H27 1.191 3.793 4.431
H28 3.637 3.395 4.533
H29 4.744 2.276 2.619
H30 4.710 0.984 0.806
H31 3.852 1.885 -0.450
H32 3.196 0.364 0.110
N7 1.458 -0.770 2.210
C24 2.512 -1.207 2.315
C25 3.863 -1.690 2.273
C26 4.309 -2.285 1.094
C27 5.618 -2.727 1.011
C28 6.475 -2.577 2.095
C29 6.025 -1.981 3.266
C30 4.718 -1.533 3.359
H33 3.630 -2.380 0.253
H34 5.972 -3.182 0.096
H35 7.499 -2.920 2.024
H36 6.696 -1.858 4.105
H37 4.357 -1.050 4.258

Summary:
HOMO energy (spin up / spin down): -5.3 / -5.3 eV
Total charge: 0
2S+1: 2
⟨S²⟩: 0.7600
ΔE to the lowest compared entry with this formula, charge and spin: 0.0 kcal/mol

(4)
Formula: C6H16N2
Source: the OMol25 dataset
Level of theory: the ωB97M-V functional and the def2-TZVPD basis

CARTESIAN COORDINATES (ANGSTROEM)
N1 1.405 1.486 -1.679
C1 0.478 1.901 -0.714
C2 0.328 0.975 0.534
N2 -0.678 -0.085 0.566
C3 -0.870 -0.890 -1.791
C4 1.170 -1.366 -0.589
C5 -0.345 -1.239 -0.404
C6 -1.322 -0.616 3.606
H1 -0.576 1.987 -1.115
H2 1.196 2.041 -2.488
H3 0.622 2.966 -0.369
H4 1.623 -0.433 -1.151
H5 1.309 0.537 0.459
H6 0.244 1.665 1.403
H7 -1.959 -1.075 -1.854
H8 -0.533 -1.612 -2.522
H9 -0.658 0.164 -2.010
H10 -0.570 -0.209 4.193
H11 1.483 -2.280 -1.187
H12 1.582 -1.676 0.425
H13 -0.802 -2.158 0.001
H14 -1.039 -1.602 3.349
H15 -2.290 -0.700 4.090
H16 -1.357 -0.027 2.714

Summary:
HOMO energy: -7.7 eV
Total charge: 0
2S+1: 1
ΔE to the lowest compared entry with this formula, charge and spin: 167.8 kcal/mol

(5)
Formula: C57H56I2N4O3RhSSeTe
Source: the OMol25 dataset
Level of theory: the ωB97M-V functional and the def2-TZVPD basis

CARTESIAN COORDINATES (ANGSTROEM)
Rh1 0.214 1.599 -0.041
I1 -3.091 4.255 -2.188
C1 -1.602 5.332 -1.203
C2 -1.805 6.693 -0.960
C3 -0.852 7.425 -0.309
I2 -1.259 9.442 0.093
C4 0.362 6.819 0.105
C5 1.409 7.511 0.758
C6 2.533 6.842 1.157
C7 2.631 5.473 0.870
N1 1.679 4.802 0.266
C8 0.548 5.430 -0.125
C9 -0.475 4.629 -0.781
O1 -0.407 3.360 -0.981
H1 -2.717 7.164 -1.299
H2 1.321 8.576 0.925
H3 3.333 7.354 1.674
H4 3.518 4.904 1.136
C10 3.187 -7.716 4.408
C11 2.889 -6.704 3.335
O2 3.520 -5.703 3.157
S1 1.435 -7.138 2.361
C12 1.035 -5.537 1.720
C13 0.142 -4.727 2.414
C14 -0.056 -3.417 2.022
C15 0.647 -2.881 0.939
C16 1.476 -3.731 0.204
C17 1.675 -5.043 0.590
C18 0.551 -1.493 0.622
C19 0.511 -0.293 0.417
H5 4.258 -7.751 4.594
H6 2.805 -8.701 4.150
H7 2.685 -7.382 5.317
H8 -0.382 -5.124 3.273
H9 -0.751 -2.789 2.569
H10 1.964 -3.352 -0.682
H11 2.346 -5.681 0.031
C20 3.547 -1.763 3.215
C21 4.503 -0.730 2.624
C22 3.964 -0.100 1.336
C23 4.188 -1.055 0.177
N2 3.493 -0.761 -1.078
C24 2.812 0.324 -1.481
Se1 2.523 2.043 -0.670
N3 2.292 0.059 -2.703
C25 1.577 0.975 -3.585
C26 2.428 1.425 -4.771
C27 3.717 2.153 -4.394
C28 3.478 3.589 -3.936
C29 2.655 -1.219 -3.093
C30 2.362 -1.965 -4.227
C31 2.915 -3.231 -4.305
C32 3.734 -3.736 -3.288
C33 4.010 -2.997 -2.150
C34 3.439 -1.733 -2.068
H12 3.956 -2.212 4.119
H13 3.334 -2.576 2.520
H14 2.594 -1.295 3.466
H15 5.478 -1.190 2.436
H16 4.667 0.066 3.352
H17 4.447 0.856 1.135
H18 2.894 0.088 1.448
H19 3.841 -2.048 0.472
H20 5.256 -1.125 -0.050
H21 1.236 1.825 -2.991
H22 0.693 0.442 -3.941
H23 1.810 2.088 -5.383
H24 2.665 0.554 -5.385
H25 4.374 2.161 -5.267
H26 4.244 1.592 -3.615
H27 2.953 4.153 -4.709
H28 4.422 4.095 -3.735
H29 2.883 3.624 -3.023
H30 1.725 -1.582 -5.010
H31 2.715 -3.841 -5.174
H32 4.152 -4.727 -3.387
H33 4.643 -3.389 -1.367
C35 -5.345 -3.894 -4.118
C36 -4.915 -2.843 -3.134
C37 -3.785 -3.014 -2.348
C38 -3.370 -2.039 -1.450
C39 -2.128 -2.286 -0.645
C40 -4.133 -0.873 -1.326
Te1 -3.518 0.746 -0.033
N4 -1.635 1.450 0.718
C41 -2.163 2.367 1.551
O3 -3.384 2.518 1.729
C42 -1.174 3.201 2.300
C43 -1.477 4.538 2.529
C44 -0.572 5.339 3.206
C45 0.627 4.806 3.663
C46 0.914 3.465 3.463
C47 0.017 2.658 2.776
C48 -3.812 -0.416 1.712
C49 -2.710 -0.738 2.492
C50 -2.876 -1.478 3.651
C51 -4.140 -1.914 4.014
C52 -5.234 -1.574 3.237
C53 -5.098 -0.805 2.084
C54 -6.329 -0.407 1.321
C55 -5.262 -0.657 -2.124
C56 -6.127 0.581 -2.092
C57 -5.636 -1.665 -3.004
H34 -4.594 -4.676 -4.212
H35 -5.514 -3.458 -5.102
H36 -6.280 -4.360 -3.801
H37 -3.201 -3.922 -2.443
H38 -1.403 -2.861 -1.221
H39 -2.363 -2.852 0.259
H40 -1.634 -1.361 -0.332
H41 -2.416 4.935 2.170
H42 -0.801 6.383 3.371
H43 1.338 5.441 4.173
H44 1.836 3.042 3.839
H45 0.196 1.589 2.704
H46 -1.721 -0.412 2.192
H47 -2.016 -1.709 4.266
H48 -4.277 -2.507 4.909
H49 -6.224 -1.899 3.530
H50 -7.183 -0.343 1.992
H51 -6.563 -1.132 0.538
H52 -6.206 0.569 0.849
H53 -5.780 1.341 -1.396
H54 -7.147 0.316 -1.812
H55 -6.161 1.038 -3.081
H56 -6.517 -1.511 -3.617

Summary:
HOMO energy (spin up / spin down): -6.8 / -6.8 eV
Total charge: 0
2S+1: 2
⟨S²⟩: 0.7535
ΔE to the lowest compared entry with this formula, charge and spin: 0.0 kcal/mol

(6)
Formula: C9H14
Source: the OMol25 dataset
Level of theory: the ωB97M-V functional and the def2-TZVPD basis

CARTESIAN COORDINATES (ANGSTROEM)
C1 -1.403 -0.490 2.855
C2 -2.618 -0.917 2.173
H1 -1.305 0.620 2.911
H2 -1.357 -0.858 3.914
H3 -0.354 -0.676 2.395
H4 -2.739 -2.009 1.969
H5 -2.551 -0.658 1.058
H6 -3.583 -0.393 2.524
C3 1.156 2.141 -2.610
C4 1.308 -0.141 0.351
C5 1.454 0.969 -0.416
C6 1.022 -1.403 -0.187
C7 1.240 0.933 -1.804
C8 0.600 -1.417 -1.503
C9 0.708 -0.267 -2.298
H7 1.460 -0.060 1.436
H8 1.613 1.965 0.048
H9 0.914 -2.220 0.595
H10 0.281 -2.409 -1.707
H11 0.173 2.107 -3.092
H12 2.051 2.363 -3.167
H13 0.658 -0.294 -3.349
H14 1.272 3.114 -2.097

Summary:
HOMO energy (spin up / spin down): 1.1 / -4.4 eV
Total charge: -1
2S+1: 2
⟨S²⟩: 0.7544
ΔE to the lowest compared entry with this formula, charge and spin: 35.0 kcal/mol

(7)
Formula: C29H34N7S4Ta
Source: the OMol25 dataset
Level of theory: the ωB97M-V functional and the def2-TZVPD basis

CARTESIAN COORDINATES (ANGSTROEM)
Ta1 0.156 0.404 0.259
C1 -2.088 2.186 2.915
C2 -2.857 0.869 2.671
S1 -2.734 0.255 0.930
C3 -3.683 1.432 -0.111
C4 -3.124 1.398 -1.551
S2 -1.316 1.714 -1.758
C5 -1.224 3.426 -1.249
C6 0.169 3.908 -1.467
S3 1.298 2.986 -0.363
C7 1.323 3.816 1.249
C8 -0.006 3.781 1.982
S4 -0.426 2.096 2.355
H1 -2.087 2.541 3.976
H2 -2.662 2.957 2.311
H3 -3.910 1.050 2.956
H4 -2.555 -0.007 3.211
H5 -3.767 2.466 0.165
H6 -4.703 0.946 -0.094
H7 -3.530 2.226 -2.166
H8 -3.344 0.419 -2.038
H9 -1.620 3.532 -0.241
H10 -1.848 3.964 -1.969
H11 0.351 4.989 -1.311
H12 0.556 3.645 -2.470
H13 1.780 4.840 1.251
H14 2.133 3.285 1.767
H15 -0.845 4.335 1.440
H16 0.103 4.289 2.935
C9 -0.582 -3.640 -3.788
C10 -0.341 -4.166 -2.535
C11 -0.217 -3.509 -1.385
C12 -0.569 -2.138 -1.476
C13 -0.948 -1.551 -2.692
C14 -0.895 -2.304 -3.876
N1 -0.526 -1.354 -0.289
C15 -1.255 -2.113 0.773
C16 -2.258 -3.125 0.569
C17 -2.726 -3.831 1.655
C18 -2.352 -3.461 2.957
C19 -1.434 -2.505 3.233
C20 -0.894 -1.873 2.077
N2 0.126 -0.918 2.014
N3 1.096 -0.975 2.871
C21 2.131 -0.082 2.507
C22 3.269 -0.048 3.375
C23 4.446 0.504 2.928
C24 4.450 1.041 1.607
C25 3.311 0.952 0.809
N4 2.117 0.413 1.264
H17 -0.562 -4.293 -4.634
H18 -0.014 -5.209 -2.662
H19 0.007 -4.013 -0.445
H20 -1.264 -0.534 -2.807
H21 -1.214 -1.847 -4.802
H22 -2.742 -3.451 -0.365
H23 -3.318 -4.720 1.552
H24 -2.859 -4.037 3.737
H25 -1.085 -2.196 4.238
H26 3.072 -0.436 4.318
H27 5.321 0.534 3.594
H28 5.335 1.581 1.255
H29 3.304 1.396 -0.123
N5 3.519 -2.838 -2.670
C26 2.889 -1.683 -2.553
C27 2.266 -1.194 -1.381
N6 1.465 -0.133 -1.447
C28 1.550 0.584 -2.622
C29 2.354 0.189 -3.681
N7 2.948 -0.975 -3.697
H30 3.667 -3.384 -1.780
H31 4.039 -2.973 -3.537
H32 2.332 -1.840 -0.479
H33 0.919 1.424 -2.841
H34 2.584 0.985 -4.355

Summary:
HOMO energy: -19.0 eV
Total charge: +4
2S+1: 1
ΔE to the lowest compared entry with this formula, charge and spin: 16.9 kcal/mol

(8)
Formula: C30H26AuGeN2
Source: the OMol25 dataset
Level of theory: the ωB97M-V functional and the def2-TZVPD basis

CARTESIAN COORDINATES (ANGSTROEM)
Au1 -0.779 0.955 -0.528
C1 -2.606 -2.023 -0.519
N1 -2.590 -0.583 -0.481
C2 -3.676 0.100 -0.460
C3 -3.662 1.511 -0.436
C4 -4.732 2.420 -0.396
C5 -4.171 3.691 -0.406
C6 -2.790 3.511 -0.454
N2 -2.491 2.216 -0.473
C7 -3.041 -2.620 0.797
C8 -2.439 -2.213 1.982
C9 -2.856 -2.735 3.191
C10 -3.875 -3.672 3.236
C11 -4.467 -4.092 2.058
C12 -4.054 -3.566 0.846
H1 -1.587 -2.352 -0.753
H2 -3.263 -2.380 -1.322
H3 -4.651 -0.394 -0.474
H4 -5.776 2.162 -0.363
H5 -4.689 4.632 -0.379
H6 -2.020 4.258 -0.474
H7 -1.653 -1.472 1.947
H8 -2.389 -2.406 4.106
H9 -4.199 -4.079 4.182
H10 -5.259 -4.824 2.083
H11 -4.528 -3.894 -0.070
C13 2.459 -3.900 0.717
C14 1.717 -3.076 1.551
C15 1.489 -1.761 1.189
C16 1.995 -1.243 0.000
C17 2.714 -2.087 -0.837
C18 2.951 -3.404 -0.479
Ge1 1.590 0.644 -0.491
C19 2.366 1.889 0.847
C20 2.052 3.243 0.743
C21 2.505 4.155 1.677
C22 3.273 3.720 2.747
C23 3.567 2.372 2.881
C24 3.115 1.464 1.938
C25 2.288 1.044 -2.308
C26 3.197 2.066 -2.550
C27 3.600 2.365 -3.840
C28 3.094 1.645 -4.911
C29 2.167 0.638 -4.687
C30 1.766 0.349 -3.396
H12 2.640 -4.930 0.995
H13 1.306 -3.464 2.474
H14 0.909 -1.119 1.843
H15 3.101 -1.711 -1.776
H16 3.514 -4.050 -1.140
H17 1.434 3.579 -0.082
H18 2.243 5.202 1.584
H19 3.626 4.428 3.484
H20 4.139 2.026 3.732
H21 3.349 0.413 2.052
H22 3.597 2.635 -1.719
H23 4.301 3.172 -4.014
H24 3.406 1.880 -5.919
H25 1.743 0.094 -5.522
H26 1.027 -0.427 -3.226

Summary:
HOMO energy (spin up / spin down): -7.5 / -7.5 eV
Total charge: 0
2S+1: 2
⟨S²⟩: 0.7565